Entry from OMol25: a molecular structure, C21H23ClN4O2 (the ωB97M-V functional and the def2-TZVPD basis).

## Properties
Molecular weight   398.894 g mol⁻¹
HOMO level   -0.286 Eh
E_LUMO   0.06 eV
Calculated total energy   -44706.4655 eV
Max |F|   0.3217 hartree/bohr

The geometry in ORCA input format:
```
! RIJCOSX wB97M-V def2-TZVPD def2/J DEFGRID3
* xyz 0 1
Cl -2.61256 1.35884 -1.94254
O 0.36099 0.11230 -2.01379
O 0.54187 -4.13261 -0.45603
N -0.36804 -0.84263 -1.57347
N -2.88557 -0.06346 0.73809
N -3.75115 -0.54250 0.04997
N -1.43665 -3.26745 0.31002
C 1.70828 -0.32479 -1.48291
C 0.45667 -1.89767 -0.87084
C -1.88840 2.37887 0.57410
C -0.65179 -0.33910 1.66688
C 2.60044 0.99622 -1.43497
C -2.22673 -2.10438 0.33580
C -3.09362 1.29461 1.11743
C 1.75227 -1.24347 -0.65426
C -3.32119 -1.84938 -0.23257
C 2.84341 -1.94930 -0.04953
C -1.83914 -1.00965 0.78166
C -0.10891 -3.12968 -0.47028
C -0.98039 2.79223 1.53044
C 0.19705 3.67231 -0.49168
C -0.64191 2.97139 -1.09114
C -1.68278 2.24158 -1.01125
C -0.11407 3.72164 0.95490
C -4.23376 -2.81705 -0.91598
C 3.44452 0.35527 0.91083
C 3.38843 1.56392 -0.33836
C 4.03201 -1.10832 0.38221
H -0.98465 -0.02200 2.53796
H 0.99395 4.04805 -0.88859
H 4.59270 -0.99356 -0.58069
H 3.13974 -2.85032 -0.34413
H -3.88696 1.54132 0.73927
H 4.69691 -1.22230 1.04566
H 2.26848 1.82303 -2.11720
H 0.56408 4.08213 1.55838
H 4.17933 0.99433 1.31559
H 4.19395 1.92849 -0.58841
H -0.01583 0.30823 1.19521
H -1.70227 -4.08351 0.45045
H -2.99944 1.36727 2.24583
H -1.36077 2.91202 2.67734
H -5.17490 -2.24958 -1.43742
H 2.61956 0.27372 1.34240
H 3.46304 0.51546 -2.01027
H -0.09014 -1.46559 1.89901
H 2.39011 -2.32327 1.16001
H 2.58155 2.27574 0.22252
H -3.85288 -3.09855 -1.81608
H -4.50955 -3.63226 -0.43270
H -0.59530 3.03341 -2.49681
*
```